The following is a DFT calculation (ωB97M-V/def2-TZVPD) of 2 unconnected molecules or ions with the total composition C4H13NOS at a distorted geometry.

Each line ends with the Mulliken charge.
Atoms and positions in Å:
C: -1.67084 -1.13141 -0.60737  -0.881
N: -0.21064 -0.80394 -0.61076  -0.308
C: 0.62998 -1.76484 0.02131  -0.589
C: 2.15734 -1.37760 0.29272  -0.425
C: 2.21798 -0.60141 1.57569  -0.703
S: 1.53037 1.14454 1.41004  -0.238
H: -1.92440 -2.12911 -0.99807  0.275
H: -1.94928 -1.09747 0.43146  0.338
H: -2.13288 -0.28565 -1.12941  0.319
H: -0.08010 0.13014 -0.19735  0.205
H: 0.24096 -2.09692 1.03973  0.293
H: 0.72590 -2.61167 -0.65324  0.325
H: 2.71237 -2.31642 0.34027  0.329
H: 2.52065 -0.88307 -0.62088  0.278
H: 1.40428 -1.02458 2.30768  0.242
H: 3.19099 -0.60169 2.08769  0.410
H: 2.80749 1.59027 1.34466  0.130
O: -4.89605 2.77268 -2.83158  -0.640
H: -5.56983 3.12620 -2.23341  0.319
H: -5.17508 3.09140 -3.70750  0.322

## Properties
E_HOMO   -8.40 eV
Charge   0
SMILES   CNCCCS.O
Energy relative to the best compared isomer or geometry (same formula, charge and spin)   34.3 kcal per mole